{"formula": "C2H4INO", "method": "wB97M-V/def2-TZVPD", "homo_ev": -9.42, "homo_lumo_gap_ev": 10.0115, "lumo_energy_ev": 0.5881, "e_above_lowest_ev": 1.077, "smiles": "COC#N.I", "species": ["C", "O", "C", "N", "H", "H", "H", "I", "H"], "xyz": [[1.74, -0.59, -0.27], [0.83, 0.18, -1.12], [-0.15, 0.70, -0.47], [-0.91, 1.25, 0.23], [1.17, -1.52, -0.06], [1.91, -0.03, 0.61], [2.62, -0.71, -0.85], [-4.11, 0.08, 0.43], [-3.11, 0.64, 1.51]]}

{"formula": "C25H25F13N5O2ReS", "method": "wB97M-V/def2-TZVPD", "homo_ev": [-8.33, -8.29], "homo_lumo_gap_ev": [3.1043, 3.0544], "lumo_energy_ev": [-5.2297, -5.2357], "e_above_lowest_ev": 2.508, "s_squared": 0.771, "charge": 1, "multiplicity": 2, "species": ["Re", "C", "C", "N", "C", "C", "S", "C", "C", "N", "H", "H", "H", "H", "H", "H", "H", "H", "H", "H", "H", "H", "H", "H", "C", "N", "C", "C", "N", "C", "C", "F", "C", "F", "C", "F", "C", "F", "C", "F", "C", "C", "N", "C", "C", "F", "C", "F", "C", "F", "C", "F", "C", "F", "H", "H", "H", "H", "H", "H", "H", "H", "H", "H", "H", "F", "C", "F", "F", "C", "O", "O"], "xyz": [[-0.34, -0.35, -0.08], [0.62, 0.02, 3.02], [2.43, 0.42, 1.23], [1.87, -0.44, 0.15], [2.55, -1.77, -0.05], [1.63, -3.00, -0.15], [-0.17, -2.73, 0.01], [-0.55, -3.11, 1.74], [-1.01, -1.88, 2.52], [-0.45, -0.55, 2.09], [0.37, 1.07, 3.12], [0.48, -0.45, 4.00], [3.52, 0.41, 1.11], [2.07, 2.29, 1.85], [2.09, 0.07, -0.71], [3.26, -1.91, 0.77], [3.12, -1.70, -0.97], [1.89, -3.75, 0.59], [1.73, -3.46, -1.13], [0.33, -3.58, 2.17], [-1.35, -3.84, 1.72], [-0.79, -2.03, 3.58], [-2.09, -1.80, 2.42], [-1.22, 0.08, 2.28], [-0.91, 2.67, 0.75], [-0.50, 1.86, -0.43], [0.71, 2.46, -1.07], [1.99, 2.44, -0.19], [1.83, 1.71, 1.06], [2.15, -0.05, 2.70], [2.81, 0.91, 3.66], [2.20, 2.14, 3.79], [3.87, 0.66, 4.48], [4.37, 1.66, 5.20], [4.44, -0.60, 4.58], [5.61, -0.80, 5.22], [3.80, -1.62, 3.88], [4.21, -2.88, 4.02], [2.75, -1.36, 3.05], [2.00, -2.45, 2.65], [-1.62, 1.91, -1.41], [-2.78, 1.12, -0.87], [-2.25, -0.11, -0.24], [-3.28, -0.92, 0.31], [-3.69, -2.13, -0.24], [-3.14, -2.58, -1.36], [-4.68, -2.89, 0.35], [-5.05, -4.04, -0.19], [-5.30, -2.45, 1.51], [-6.24, -3.18, 2.08], [-4.91, -1.25, 2.08], [-5.48, -0.82, 3.20], [-3.92, -0.51, 1.47], [-3.50, 0.63, 2.07], [-1.14, 3.69, 0.42], [-1.81, 2.24, 1.19], [-0.12, 2.68, 1.48], [0.87, 1.92, -2.00], [0.46, 3.50, -1.33], [2.82, 2.06, -0.79], [2.26, 3.47, 0.05], [-1.90, 2.95, -1.60], [-1.26, 1.49, -2.35], [-3.39, 1.69, -0.16], [-3.44, 0.83, -1.70], [-2.11, -0.52, -3.35], [-1.07, -1.30, -3.71], [-1.09, -1.45, -5.02], [-1.21, -2.49, -3.12], [0.24, -0.64, -3.25], [1.09, -0.33, -4.03], [0.34, -0.43, -1.94]]}

{"formula": "C9H6O2", "method": "wB97M-V/def2-TZVPD", "homo_ev": -9.19, "homo_lumo_gap_ev": 9.4399, "lumo_energy_ev": 0.2502, "e_above_lowest_ev": 7.052, "smiles": "C#CC#CC#C[C@@H]1O[C@H]1CO", "species": ["C", "C", "C", "C", "C", "C", "C", "O", "C", "C", "O", "H", "H", "H", "H", "H", "H"], "xyz": [[-4.76, 2.54, 3.92], [-3.77, 2.22, 3.29], [-2.62, 1.91, 2.45], [-1.71, 1.59, 1.72], [-0.58, 1.08, 1.00], [0.37, 0.63, 0.36], [1.40, 0.18, -0.57], [0.93, 0.15, -1.90], [1.27, -1.13, -1.40], [2.52, -1.85, -1.92], [2.08, -2.89, -2.81], [-5.67, 2.72, 4.41], [2.36, 0.65, -0.43], [0.46, -1.79, -1.12], [3.17, -1.17, -2.44], [3.05, -2.30, -1.06], [1.48, -2.54, -3.51]]}

{"formula": "C4H6N2O", "method": "wB97M-V/def2-TZVPD", "homo_ev": -10.72, "homo_lumo_gap_ev": 11.5316, "lumo_energy_ev": 0.8114, "e_above_lowest_ev": 3.831, "species": ["N", "C", "O", "C", "C", "C", "N", "H", "H", "H", "H", "H", "H"], "xyz": [[-1.72, 1.03, -0.11], [-1.83, -0.12, 0.40], [-0.88, -1.05, 0.34], [0.27, -0.75, -0.47], [1.16, 0.26, 0.22], [2.50, 0.43, -0.90], [2.96, -0.05, 0.09], [-2.56, 1.58, 0.04], [-2.69, -0.51, 0.96], [-0.05, -0.38, -1.45], [0.79, -1.70, -0.58], [0.80, 1.29, 0.15], [1.29, 0.01, 1.27]]}

{"formula": "C11H40O9", "method": "wB97M-V/def2-TZVPD", "homo_ev": -9.15, "homo_lumo_gap_ev": 9.1705, "lumo_energy_ev": 0.0249, "e_above_lowest_ev": 4.711, "smiles": "CCO.CCO.CO.CO.CO.CO.CO.CO.CO", "species": ["C", "C", "O", "H", "H", "H", "H", "H", "H", "C", "C", "O", "H", "H", "H", "H", "H", "H", "C", "O", "H", "H", "H", "H", "C", "O", "H", "H", "H", "H", "C", "O", "H", "H", "H", "H", "C", "O", "H", "H", "H", "H", "C", "O", "H", "H", "H", "H", "C", "O", "H", "H", "H", "H", "C", "O", "H", "H", "H", "H"], "xyz": [[-16.07, -4.72, -18.57], [-14.71, -4.52, -17.84], [-14.43, -3.16, -17.54], [-16.17, -5.83, -18.57], [-16.17, -4.28, -19.60], [-16.78, -4.27, -17.89], [-13.90, -4.87, -18.47], [-14.71, -5.10, -16.93], [-15.03, -2.95, -16.82], [-12.73, -2.44, -22.04], [-13.68, -2.74, -20.84], [-13.02, -2.41, -19.63], [-12.53, -1.36, -22.07], [-13.20, -2.71, -22.99], [-11.71, -2.81, -22.00], [-13.84, -3.86, -20.85], [-14.55, -2.20, -21.03], [-13.56, -2.58, -18.86], [-16.53, 2.52, -18.96], [-16.11, 2.21, -17.69], [-17.57, 2.84, -19.02], [-16.40, 1.73, -19.64], [-15.97, 3.39, -19.41], [-16.91, 2.02, -17.25], [-13.98, 0.16, -15.67], [-14.60, 1.25, -15.01], [-13.59, 0.66, -16.52], [-14.76, -0.60, -15.96], [-13.22, -0.26, -15.09], [-14.97, 0.95, -14.17], [-17.10, -1.13, -18.34], [-16.01, -1.18, -19.27], [-18.04, -0.82, -18.82], [-16.76, -0.40, -17.61], [-17.23, -2.06, -17.80], [-15.18, -1.33, -18.83], [-13.38, 1.16, -19.99], [-12.21, 0.40, -19.94], [-13.16, 2.21, -19.88], [-14.16, 1.03, -19.22], [-13.89, 0.96, -20.86], [-12.41, -0.46, -20.20], [-16.78, -3.98, -14.97], [-15.83, -3.03, -15.25], [-17.08, -3.85, -13.91], [-16.33, -4.87, -15.02], [-17.65, -3.98, -15.61], [-15.01, -3.10, -14.69], [-17.93, -0.77, -14.74], [-18.97, 0.07, -15.28], [-16.95, -0.54, -15.17], [-18.02, -1.74, -15.02], [-17.90, -0.70, -13.62], [-19.55, 0.30, -14.57], [-19.65, 3.16, -16.31], [-18.71, 2.23, -16.83], [-20.62, 2.79, -16.55], [-19.64, 4.14, -16.77], [-19.69, 3.22, -15.19], [-18.80, 1.37, -16.37]]}

{"formula": "C7H13N", "method": "wB97M-V/def2-TZVPD", "homo_ev": -7.06, "homo_lumo_gap_ev": 4.8054, "lumo_energy_ev": -2.2552, "e_above_lowest_ev": 9.126, "species": ["C", "C", "C", "C", "C", "C", "C", "N", "H", "H", "H", "H", "H", "H", "H", "H", "H", "H", "H", "H", "H"], "xyz": [[-1.20, 1.16, 0.34], [-0.56, -0.16, 0.29], [-0.78, -0.88, -1.01], [0.64, -0.49, -0.52], [1.25, -1.76, -0.07], [0.76, -2.30, 1.22], [2.04, -1.57, 1.21], [-0.97, 3.51, -1.07], [-1.01, 2.56, -0.56], [-2.28, 1.08, 0.39], [-0.61, 1.72, 1.06], [-0.71, -0.62, 1.32], [-0.89, -1.95, -0.92], [-1.07, -0.30, -1.88], [1.17, 0.41, -0.82], [1.57, -2.47, -0.83], [0.55, -3.36, 1.18], [3.10, -1.83, 1.07], [1.90, -0.61, 1.70], [-1.01, 4.37, -0.53], [-1.88, 3.47, -1.54]]}

{"formula": "C7H9N", "method": "wB97M-V/def2-TZVPD", "homo_ev": -9.10, "homo_lumo_gap_ev": 10.0517, "lumo_energy_ev": 0.9491, "e_above_lowest_ev": 4.872, "smiles": "C#C[C@]12CCCN1C2", "species": ["C", "C", "C", "C", "C", "C", "N", "C", "H", "H", "H", "H", "H", "H", "H", "H", "H"], "xyz": [[2.02, 0.68, 2.12], [1.50, 0.31, 0.99], [0.60, 0.05, -0.02], [-0.39, 1.22, -0.48], [-1.65, 0.61, -0.97], [-1.74, -0.70, -0.19], [-0.29, -1.20, 0.08], [0.78, -1.05, -0.98], [2.54, 1.02, 2.97], [0.09, 1.92, -1.22], [-0.71, 1.80, 0.34], [-2.55, 1.35, -0.59], [-1.76, 0.28, -2.07], [-2.15, -0.59, 0.90], [-2.14, -1.56, -0.73], [1.68, -1.71, -1.05], [0.35, -0.81, -1.94]]}

{"formula": "C16H19B2F4N4O6S4SbV", "method": "wB97M-V/def2-TZVPD", "homo_ev": [-7.87, -7.86], "homo_lumo_gap_ev": [6.6805, 5.6097], "lumo_energy_ev": [-1.1858, -2.2547], "e_above_lowest_ev": 1.798, "s_squared": 0.756, "multiplicity": 2, "species": ["V", "C", "C", "N", "O", "B", "F", "F", "O", "N", "C", "C", "C", "N", "O", "B", "F", "F", "O", "N", "C", "C", "C", "H", "H", "H", "H", "H", "H", "H", "H", "H", "H", "H", "H", "C", "C", "O", "C", "C", "C", "C", "C", "C", "O", "H", "H", "H", "H", "H", "H", "H", "S", "Sb", "S", "S", "S"], "xyz": [[-0.42, -0.12, 0.18], [0.85, -0.76, -3.75], [0.79, 0.04, -2.48], [0.07, -0.41, -1.44], [-0.73, -1.47, -1.43], [0.03, -2.72, -0.90], [1.37, -2.36, -0.89], [-0.23, -3.79, -1.68], [-0.43, -2.89, 0.49], [-0.31, -1.71, 1.10], [-0.40, -1.63, 2.41], [-0.58, -2.82, 3.30], [-0.23, -0.29, 2.86], [-0.19, 0.55, 1.85], [0.37, 1.79, 2.02], [1.73, 1.62, 1.43], [2.38, 2.80, 1.33], [2.42, 0.66, 2.13], [1.51, 0.95, 0.05], [1.23, 1.85, -1.00], [1.38, 1.25, -2.28], [2.14, 2.04, -3.29], [0.05, 0.09, 4.27], [0.44, -1.75, -3.57], [1.89, -0.86, -4.08], [0.28, -0.27, -4.54], [-0.79, -3.69, 2.69], [-1.39, -2.66, 4.00], [0.34, -3.00, 3.87], [2.82, 2.71, -2.79], [1.47, 2.64, -3.92], [2.71, 1.37, -3.94], [-0.53, -0.52, 4.96], [-0.16, 1.14, 4.42], [1.12, -0.08, 4.46], [-4.50, -0.28, 1.20], [-3.18, 0.40, 0.97], [-2.27, -0.27, 0.48], [-3.04, 1.81, 1.33], [-3.87, 2.40, 2.29], [-3.78, 3.73, 2.62], [-2.86, 4.54, 1.95], [-2.05, 4.00, 0.98], [-2.10, 2.64, 0.67], [-1.31, 2.14, -0.30], [-4.48, -1.25, 0.70], [-5.33, 0.31, 0.84], [-4.63, -0.45, 2.27], [-4.58, 1.78, 2.82], [-4.41, 4.15, 3.38], [-2.79, 5.59, 2.18], [-1.34, 4.61, 0.44], [-3.61, 3.42, -2.55], [-2.07, 1.84, -3.03], [-3.38, -0.25, -2.31], [0.23, 3.06, -0.70], [-3.54, 0.01, -4.28]]}

{"formula": "C5H11NO", "method": "wB97M-V/def2-TZVPD", "homo_ev": -8.66, "homo_lumo_gap_ev": 9.0925, "lumo_energy_ev": 0.4333, "e_above_lowest_ev": 3.309, "smiles": "C=C/C=C/CN.O", "species": ["C", "C", "C", "C", "C", "N", "H", "H", "H", "H", "H", "H", "H", "H", "H", "O", "H", "H"], "xyz": [[-2.86, -0.02, 0.12], [-1.92, -1.01, -0.04], [-0.65, -0.88, -0.62], [-0.02, 0.32, -0.69], [1.35, 0.61, -1.16], [2.09, 1.33, -0.16], [-3.78, -0.07, 0.48], [-2.57, 0.96, -0.31], [-2.14, -2.11, 0.27], [-0.23, -1.76, -1.04], [-0.44, 1.22, -0.28], [1.85, -0.30, -1.60], [1.29, 1.45, -2.01], [1.55, 1.33, 0.72], [2.80, 0.69, 0.18], [1.28, -0.44, 1.90], [0.43, -0.01, 1.73], [0.92, -1.34, 2.11]]}

{"formula": "C15H39ClI2P3Yb", "method": "wB97M-V/def2-TZVPD", "homo_ev": [-13.79, -13.79], "homo_lumo_gap_ev": [6.0565, 5.6278], "lumo_energy_ev": [-7.7330, -8.1626], "e_above_lowest_ev": 0.000, "s_squared": 0.751, "charge": 2, "multiplicity": 2, "species": ["I", "I", "Yb", "P", "C", "C", "H", "H", "H", "H", "H", "H", "C", "H", "H", "H", "P", "C", "C", "H", "H", "H", "C", "H", "H", "H", "H", "H", "H", "Cl", "C", "C", "C", "P", "C", "C", "C", "C", "C", "C", "H", "H", "H", "H", "H", "H", "H", "H", "H", "H", "H", "H", "H", "H", "H", "H", "H", "H", "H", "H", "H"], "xyz": [[-2.52, -5.63, 2.46], [-0.75, -4.36, 4.00], [-0.61, -2.06, 1.11], [1.72, -3.05, 0.02], [3.24, -2.65, 0.90], [1.40, -4.83, 0.31], [2.23, -5.45, -0.04], [2.88, -3.43, -2.15], [0.48, -5.14, -0.19], [1.12, -3.06, -2.32], [3.04, -2.76, 1.97], [1.16, -5.05, 1.36], [2.04, -2.82, -1.77], [4.10, -3.26, 0.62], [2.20, -1.77, -2.02], [3.54, -1.60, 0.83], [-2.91, -0.57, 1.15], [-2.91, 0.71, 2.42], [-3.56, 0.13, -0.41], [-4.04, -2.71, 0.93], [-5.08, -1.51, 1.76], [-3.74, -2.42, 2.56], [-4.06, -1.90, 1.66], [-3.48, -0.65, -1.18], [-4.58, 0.53, -0.34], [-3.89, 1.15, 2.61], [-2.20, 1.51, 2.23], [-2.90, 0.89, -0.84], [-2.52, 0.27, 3.34], [-1.59, -2.95, -0.99], [-0.93, 1.02, -2.99], [0.37, 1.44, -2.28], [0.86, 2.83, -2.66], [0.26, 1.21, -0.44], [1.99, 0.76, 0.14], [3.08, 1.60, -0.49], [2.05, 0.71, 1.66], [-0.26, 2.75, 0.48], [0.78, 3.83, 0.51], [-1.62, 3.26, -0.03], [-1.75, 1.69, -2.72], [-1.27, 0.01, -2.79], [-0.78, 1.12, -4.06], [1.20, 0.73, -2.44], [0.12, 3.60, -2.41], [1.81, 3.07, -2.19], [1.02, 2.80, -3.75], [2.00, -0.29, -0.17], [3.00, 2.65, -0.20], [4.06, 1.26, -0.12], [3.15, 1.60, -1.59], [1.42, -0.08, 2.16], [3.09, 0.41, 1.87], [1.81, 1.68, 2.09], [-0.50, 2.20, 1.43], [0.97, 4.14, -0.51], [0.35, 4.70, 1.03], [1.75, 3.59, 0.91], [-2.37, 2.51, 0.22], [-1.82, 4.23, 0.48], [-1.68, 3.41, -1.11]]}

{"formula": "C27H31F13N2O8S3", "method": "wB97M-V/def2-TZVPD", "homo_ev": -9.03, "homo_lumo_gap_ev": 8.5155, "lumo_energy_ev": -0.5191, "species": ["C", "C", "C", "C", "C", "C", "C", "O", "C", "C", "O", "O", "C", "C", "N", "C", "S", "O", "O", "C", "F", "F", "C", "F", "F", "C", "F", "F", "C", "F", "F", "F", "C", "C", "O", "C", "C", "C", "C", "C", "C", "N", "S", "S", "C", "O", "O", "C", "F", "F", "C", "F", "F", "H", "H", "H", "H", "H", "H", "H", "H", "H", "H", "H", "H", "H", "H", "H", "H", "H", "H", "H", "H", "H", "H", "H", "H", "H", "H", "H", "H", "H", "H", "H"], "xyz": [[1.92, 4.35, 1.54], [1.27, 3.46, 0.80], [0.43, 2.27, 0.17], [0.56, 0.78, 0.70], [2.18, 0.49, 0.74], [3.11, 1.04, 1.86], [4.43, 1.75, 1.17], [5.36, 0.78, 0.61], [6.03, 1.52, -0.47], [7.42, 2.31, -0.30], [5.44, 1.53, -1.60], [0.19, -0.22, -0.24], [-0.32, -0.30, -1.48], [-1.03, 0.89, -2.33], [-2.13, 0.35, -3.23], [-2.32, 1.25, -4.41], [1.03, -0.97, -2.69], [2.34, -0.22, -2.56], [0.56, -0.74, -4.14], [1.38, -2.81, -2.36], [1.58, -2.91, -0.94], [2.62, -3.11, -3.04], [0.26, -3.80, -2.97], [-1.07, -3.57, -2.41], [0.08, -3.64, -4.41], [0.56, -5.38, -2.75], [1.27, -5.70, -1.55], [1.33, -5.90, -3.86], [-0.81, -6.29, -2.72], [-1.46, -6.26, -1.42], [-1.69, -6.02, -3.81], [-0.39, -7.68, -2.89], [-0.29, 0.34, 2.06], [-1.74, 1.09, 1.85], [-2.36, 0.89, 0.56], [-3.62, 1.55, 0.43], [-4.94, 1.14, 1.21], [-6.34, 1.88, 0.99], [-6.50, 3.06, -0.04], [-5.19, 3.51, -0.82], [-3.79, 2.77, -0.60], [-0.51, -1.11, 1.96], [0.73, -2.26, 2.20], [-1.94, -1.84, 2.49], [-1.67, -3.71, 2.70], [-2.52, -1.42, 3.82], [-3.13, -1.81, 1.50], [0.16, 0.94, 3.46], [0.47, 2.37, 3.47], [-0.96, 0.97, 4.44], [1.25, 0.22, 4.39], [1.95, 1.28, 5.13], [0.66, -0.61, 5.44], [2.32, 5.29, 2.08], [-0.63, 2.69, -0.01], [0.87, 2.22, -0.92], [2.43, -0.63, 0.53], [2.53, 1.00, -0.26], [3.56, 0.16, 2.48], [2.73, 1.82, 2.61], [4.87, 2.44, 1.98], [4.01, 2.47, 0.34], [8.30, 1.62, -0.57], [7.50, 3.22, -1.02], [7.61, 2.73, 0.76], [-1.12, -1.17, -1.53], [-0.20, 1.43, -2.96], [-1.52, 1.71, -1.69], [-3.03, 0.38, -2.71], [-2.71, 0.66, -5.33], [-3.07, 2.11, -4.18], [-1.34, 1.76, -4.76], [-1.59, 2.25, 1.98], [-2.54, 0.83, 2.62], [-4.90, 0.26, 1.96], [-7.27, 1.55, 1.57], [-7.47, 3.62, -0.28], [-5.26, 4.37, -1.59], [-2.92, 3.17, -1.25], [2.02, -1.78, 2.28], [-1.31, -4.22, 1.74], [-2.75, -4.11, 2.89], [-1.07, -3.96, 3.65], [2.06, -0.41, 3.91]]}

{"formula": "C3H3LiMgO4", "method": "wB97M-V/def2-TZVPD", "homo_ev": [-9.99, -15.04], "homo_lumo_gap_ev": [6.3013, 11.1928], "lumo_energy_ev": [-3.6901, -3.8437], "e_above_lowest_ev": 0.000, "s_squared": 0.750, "charge": 1, "multiplicity": 2, "species": ["H", "C", "C", "O", "C", "O", "O", "O", "Mg", "H", "H", "Li"], "xyz": [[-0.66, 1.53, -0.36], [-0.22, 0.42, -2.04], [-0.64, 0.43, -0.60], [0.35, -0.25, 0.13], [0.28, -0.36, 1.47], [-0.64, 0.19, 2.11], [1.20, -1.02, 2.00], [0.79, -0.15, -2.40], [0.30, -0.61, 3.90], [-0.94, 0.86, -2.76], [-1.64, -0.02, -0.48], [1.82, -1.01, -0.96]]}

Q: Which F_max values were calculated for the entries above? A: 0.048, 0.015, 0.052, 0.019, 0.082, 0.085, 0.201, 0.058, 0.119, 0.033, 0.165, 0.025, in hartree/bohr.
Q: Which DFT total energy values were calculated for the entries above? A: -506.23456, -3166.27664, -496.77167, -340.65412, -1120.05237, -328.93608, -326.71193, -4517.89761, -327.00975, -3832.76816, -4250.86097, -624.55624, in Eh.